This record from the Open Molecules 2025 dataset describes a cluster of 6 separate species, C67H152F6N2OP4 in total in a non-equilibrium geometry. The level of theory is ωB97M-V with the def2-TZVPD basis set.

XYZ file:
```
232
C67H152F6N2OP4, DFT ωB97M-V with the def2-TZVPD basis set
P 0.59 -0.72 -1.10
F -0.14 -1.89 -2.01
F -0.05 0.31 -2.11
F -0.76 -0.40 -0.18
F 1.39 0.49 -0.27
F 1.20 -1.79 -0.11
F 1.97 -0.88 -1.99
C 6.62 -7.04 -0.51
C 5.60 -5.86 -0.47
C 4.19 -6.48 -0.74
C 3.16 -5.39 -0.90
N 1.71 -5.88 -1.16
C 0.65 -4.74 -1.44
C -0.38 -5.36 -2.38
C 0.22 -6.53 -2.99
C 1.64 -6.43 -2.55
C 1.22 -6.99 -0.16
C 1.13 -6.40 1.24
C 1.10 -7.43 2.38
H 6.39 -7.93 0.09
H 7.57 -6.71 -0.09
H 6.74 -7.39 -1.54
H 5.92 -5.09 -1.17
H 5.66 -5.36 0.50
H 3.99 -7.09 0.14
H 4.17 -7.13 -1.62
H 3.42 -4.63 -1.63
H 3.32 -4.85 0.04
H 0.09 -4.49 -0.54
H 1.12 -3.88 -1.92
H -1.29 -5.64 -1.84
H -0.65 -4.61 -3.12
H -0.17 -7.48 -2.63
H 0.16 -6.61 -4.08
H 2.21 -7.35 -2.54
H 2.17 -5.75 -3.22
H 1.96 -7.79 -0.19
H 0.21 -7.29 -0.42
H 0.22 -5.80 1.32
H 1.95 -5.72 1.47
H 0.26 -8.13 2.37
H 1.15 -6.83 3.29
H 1.89 -8.17 2.51
C 1.94 1.52 -4.93
C 2.76 1.76 -3.62
C 3.11 3.21 -3.33
C 4.19 3.50 -2.23
P 4.02 3.03 -0.53
C 4.27 1.25 -0.46
C 4.29 0.54 0.94
C 5.08 -0.77 1.02
C 4.50 -1.93 0.19
C 5.20 3.92 0.63
C 6.55 3.26 0.96
C 7.08 3.74 2.30
C 7.61 5.14 2.42
C 2.31 3.37 0.02
C 1.93 3.21 1.50
C 1.70 4.47 2.34
C 0.61 5.32 1.81
H 1.43 0.57 -5.08
H 2.73 1.48 -5.69
H 1.24 2.34 -5.10
H 3.63 1.12 -3.45
H 2.13 1.46 -2.79
H 2.14 3.68 -3.18
H 3.60 3.57 -4.23
H 4.36 4.58 -2.18
H 5.19 3.17 -2.53
H 5.29 1.10 -0.81
H 3.58 0.78 -1.16
H 3.28 0.43 1.34
H 4.77 1.07 1.76
H 5.01 -1.12 2.05
H 6.14 -0.74 0.75
H 4.65 -1.64 -0.85
H 3.43 -1.95 0.41
H 4.78 -2.98 0.28
H 4.74 4.12 1.59
H 5.43 4.88 0.16
H 7.25 3.41 0.14
H 6.55 2.18 1.10
H 7.89 3.10 2.65
H 6.34 3.56 3.07
H 7.20 5.57 3.34
H 7.31 5.71 1.54
H 8.70 5.10 2.49
H 1.68 2.76 -0.63
H 2.17 4.42 -0.27
H 2.79 2.76 1.99
H 1.18 2.45 1.69
H 2.56 5.15 2.27
H 1.53 4.15 3.37
H 0.96 5.97 1.00
H 0.30 5.98 2.62
H -0.28 4.78 1.49
C -3.78 6.44 5.13
C -4.11 4.90 5.10
C -4.29 4.27 6.51
C -4.83 2.75 6.62
P -3.56 1.60 7.21
C -2.09 1.69 6.10
C -2.40 1.24 4.66
C -1.54 2.04 3.62
C -1.70 1.53 2.15
C -2.97 1.91 8.84
C -4.02 1.75 9.98
C -3.45 2.32 11.33
C -3.16 3.89 11.27
C -4.39 -0.08 6.85
C -5.97 -0.24 7.32
C -6.34 -1.78 7.40
C -5.84 -2.71 6.20
H -2.71 6.51 5.36
H -4.42 6.88 5.90
H -3.78 6.99 4.19
H -3.38 4.35 4.52
H -5.10 4.75 4.68
H -5.15 4.80 6.91
H -3.47 4.39 7.22
H -5.26 2.56 5.63
H -5.73 2.74 7.22
H -1.27 1.11 6.54
H -1.79 2.73 5.98
H -3.47 1.22 4.46
H -1.98 0.24 4.59
H -0.51 1.82 3.91
H -1.75 3.11 3.58
H -1.22 0.56 2.05
H -1.35 2.19 1.35
H -2.68 1.19 1.82
H -2.56 2.91 8.69
H -2.27 1.13 9.11
H -4.45 0.75 10.12
H -4.90 2.37 9.81
H -2.61 1.72 11.68
H -4.19 2.12 12.11
H -3.18 4.34 12.26
H -3.97 4.36 10.72
H -2.23 4.26 10.84
H -3.77 -0.80 7.38
H -4.38 -0.25 5.78
H -6.65 0.19 6.57
H -6.48 0.28 8.13
H -7.42 -1.91 7.43
H -5.94 -2.16 8.34
H -6.37 -3.60 5.87
H -4.84 -3.12 6.28
H -5.83 -2.01 5.36
C -9.06 0.91 -3.82
C -8.18 1.85 -3.03
C -7.05 2.49 -3.90
C -6.19 3.56 -3.08
P -4.55 3.00 -2.64
C -3.91 3.83 -1.15
C -4.34 5.29 -1.02
C -4.68 5.59 0.43
C -3.58 5.31 1.46
C -3.32 3.31 -3.96
C -3.68 2.75 -5.36
C -3.35 1.27 -5.61
C -1.87 0.88 -5.64
C -4.76 1.27 -2.19
C -3.56 0.43 -1.55
C -3.87 -1.10 -1.46
C -5.22 -1.43 -0.75
H -8.51 0.10 -4.30
H -9.47 1.48 -4.66
H -9.94 0.61 -3.26
H -7.67 1.15 -2.36
H -8.74 2.63 -2.52
H -7.46 3.05 -4.74
H -6.64 1.60 -4.37
H -6.64 3.79 -2.11
H -6.05 4.49 -3.63
H -2.82 3.78 -1.21
H -4.12 3.15 -0.32
H -5.29 5.54 -1.50
H -3.63 5.92 -1.56
H -5.50 4.95 0.76
H -5.06 6.61 0.49
H -3.60 6.01 2.28
H -2.56 5.37 1.08
H -3.56 4.36 1.99
H -2.28 3.09 -3.71
H -3.16 4.39 -4.02
H -3.18 3.24 -6.19
H -4.73 2.89 -5.61
H -3.76 1.04 -6.59
H -3.74 0.57 -4.87
H -1.82 -0.19 -5.81
H -1.36 1.10 -4.70
H -1.31 1.46 -6.38
H -5.17 0.72 -3.04
H -5.55 1.54 -1.50
H -3.38 0.86 -0.57
H -2.66 0.56 -2.16
H -3.05 -1.56 -0.92
H -3.87 -1.74 -2.35
H -5.10 -2.51 -0.68
H -5.99 -1.03 -1.42
H -5.27 -1.07 0.28
C 7.72 -5.43 -5.98
C 6.19 -5.27 -5.87
N 5.49 -4.08 -6.72
C 6.00 -2.64 -6.29
C 5.99 -4.23 -8.17
C 5.39 -5.38 -9.00
C 3.91 -4.06 -6.65
C 3.40 -4.40 -5.22
O 3.81 -3.55 -4.11
C 3.34 -2.30 -4.11
H 8.32 -4.52 -6.05
H 8.02 -6.06 -6.82
H 7.99 -5.97 -5.07
H 5.82 -5.05 -4.87
H 5.82 -6.15 -6.39
H 5.40 -1.82 -6.66
H 7.05 -2.66 -6.57
H 6.10 -2.67 -5.20
H 7.07 -4.13 -8.07
H 5.72 -3.23 -8.52
H 5.68 -5.21 -10.04
H 4.33 -5.37 -9.26
H 5.81 -6.34 -8.72
H 3.51 -4.68 -7.45
H 3.58 -3.05 -6.86
H 3.54 -5.43 -4.91
H 2.31 -4.41 -5.27
H 3.59 -1.65 -3.27
H 2.25 -2.26 -4.09
H 3.68 -1.71 -4.96
```

E_HOMO	-17.224	eV
strongest force on any atom	0.086	hartree/bohr
total charge	+4
lowest unoccupied orbital energy	-6.2	eV
HOMO-LUMO gap	11.0	eV
spin multiplicity	1
total energy	-130403.7805	eV